The following is a quantum chemistry calculation of a structure of composition C19H31ClN2SW, from the OMol25 dataset.

```
55
Properties=species:S:1:pos:R:3:forces:R:3
C 1.658 1.376 -4.729 0.31 0.43 -1.25
C 1.047 2.750 -5.020 -0.09 -0.08 0.17
C 3.185 1.474 -4.658 -0.09 -0.09 0.28
C 1.224 0.336 -5.766 -0.08 -0.03 0.19
Cl 1.006 0.834 -3.106 0.13 0.08 -0.38
H 3.572 1.783 -5.639 -0.17 -0.08 0.24
H 3.639 0.510 -4.402 -0.09 0.14 -0.08
H 3.501 2.220 -3.920 -0.06 -0.11 -0.14
H 1.364 3.091 -6.014 -0.04 -0.12 0.22
H 1.383 3.488 -4.282 -0.05 -0.12 -0.15
H -0.047 2.707 -4.999 0.19 0.00 -0.06
H 1.560 0.649 -6.764 -0.05 -0.03 0.27
H 0.133 0.231 -5.786 0.19 0.06 -0.02
H 1.664 -0.644 -5.549 -0.05 0.19 -0.04
C 0.672 1.399 1.750 0.39 1.22 0.27
C 1.917 1.103 1.107 -0.46 0.53 0.16
C 1.875 1.623 -0.220 -0.78 0.14 0.53
H 2.765 0.628 1.587 -0.20 -0.05 -0.18
C 0.607 2.270 -0.402 0.16 0.14 0.66
C -0.144 2.136 0.804 0.90 0.84 0.33
H -1.083 2.636 1.021 0.17 -0.36 -0.17
H 0.478 1.276 2.810 -0.04 -0.17 -0.32
H 2.699 1.617 -0.927 -0.35 -0.27 -0.01
H 0.309 2.853 -1.268 -0.05 -0.41 0.09
C -0.485 -2.225 -0.573 0.86 0.02 0.21
C 0.297 -2.193 0.649 0.35 -0.71 -0.53
C 1.618 -1.747 0.307 -0.56 -0.50 -0.13
H 0.024 -2.634 1.602 0.01 0.27 -0.15
C 1.638 -1.463 -1.095 -0.59 -0.06 0.46
C 0.345 -1.775 -1.633 -0.07 0.09 0.66
H 0.056 -1.714 -2.680 0.07 0.14 0.35
H -1.490 -2.623 -0.681 0.23 0.41 0.04
H 2.475 -1.767 0.976 -0.27 0.20 -0.19
H 2.516 -1.177 -1.669 -0.37 0.19 0.18
W 0.084 0.004 0.174 1.24 -1.92 -1.65
C -2.794 -2.959 1.890 0.04 -0.54 -0.44
N -2.391 -2.009 2.924 0.22 1.37 -0.01
C -2.556 -2.459 4.306 -0.04 -0.39 0.37
C -2.111 -0.727 2.652 -0.35 -0.23 0.66
S -2.216 -0.150 0.989 -0.57 0.13 -0.09
N -1.849 0.153 3.665 0.43 -0.60 -0.68
C -0.819 -0.161 4.668 -0.21 -0.15 0.45
C -2.208 1.572 3.570 -0.20 0.12 -0.18
H -3.342 -3.771 2.385 0.19 0.31 -0.30
H -1.919 -3.393 1.387 -0.38 0.06 0.19
H -3.443 -2.482 1.149 0.16 -0.12 0.22
H -1.581 -2.636 4.780 -0.37 -0.01 -0.08
H -3.134 -1.727 4.885 0.19 -0.14 -0.19
H -3.100 -3.407 4.275 0.13 0.31 0.18
H -0.475 0.788 5.097 -0.04 -0.28 -0.13
H -1.238 -0.766 5.479 0.40 0.28 -0.07
H 0.038 -0.686 4.213 -0.33 0.13 0.16
H -1.332 2.197 3.355 -0.26 -0.10 0.09
H -2.961 1.711 2.785 0.22 0.02 0.35
H -2.628 1.879 4.540 0.12 -0.10 -0.36
```
Forces are in eV/Å.

Properties
total charge: +2
energy relative to the best compared isomer or geometry (same formula, charge and spin): 0.0 kJ/mol
frontier orbital gap (spin up / spin down): 8.51 / 7.07 eV
expectation value of S²: 2.02
2S+1: 3
lowest unoccupied orbital energy (spin up / spin down): -6.4 / -8.0 eV
strongest force on any atom: 2.822 eV/Å


The following is a quantum chemistry calculation of a structure of composition C19H31IrN3O3P, from the OMol25 dataset.

```
58
Properties=species:S:1:pos:R:3:forces:R:3
Ir 0.273 -0.372 -0.315 0.32 0.15 -0.24
C 3.654 -0.416 -0.459 0.20 0.04 -0.20
N 2.520 -0.150 -1.365 -0.43 -0.17 0.42
C 2.432 1.270 -1.720 0.19 0.03 -0.08
C 2.556 -1.030 -2.542 0.16 0.12 -0.13
C 1.185 -1.183 -3.156 0.03 -0.06 -0.08
N 0.200 -1.579 -2.123 -0.15 -0.05 0.14
C -1.186 -1.519 -2.657 0.02 -0.07 -0.12
C 0.474 -2.960 -1.622 0.01 -0.07 -0.14
H 4.593 -0.253 -0.997 -0.01 -0.01 -0.01
H 3.619 -1.448 -0.116 -0.03 0.00 0.02
H 3.613 0.246 0.395 -0.01 0.02 0.03
H 3.313 1.579 -2.291 0.00 0.00 0.00
H 2.391 1.869 -0.811 -0.02 0.00 0.01
H 1.553 1.462 -2.340 -0.01 0.01 0.02
H 2.961 -1.993 -2.237 -0.02 -0.01 0.01
H 3.240 -0.626 -3.296 0.03 -0.01 0.03
H 1.217 -1.943 -3.942 -0.05 0.00 -0.01
H 0.838 -0.257 -3.616 -0.01 0.02 0.03
H -1.311 -2.256 -3.453 0.02 -0.01 0.00
H -1.379 -0.531 -3.070 0.00 0.00 0.00
H -1.896 -1.741 -1.861 0.00 0.01 0.01
H 0.559 -3.647 -2.468 -0.02 0.02 -0.02
H -0.352 -3.278 -0.992 0.00 0.01 0.02
H 1.401 -2.991 -1.052 0.00 0.01 0.00
O 0.983 0.332 3.492 0.04 0.01 0.06
C 0.986 0.550 2.310 0.29 -0.05 -0.14
O 1.539 -0.165 1.369 -0.24 0.03 0.34
C 0.258 1.773 1.792 -0.20 0.16 -0.23
C 0.059 2.885 2.607 0.02 -0.03 0.02
C -0.642 3.960 2.101 -0.01 0.01 0.01
C -1.140 3.883 0.789 -0.05 0.14 0.01
C -1.879 4.944 0.208 -0.06 -0.01 -0.18
C -2.380 4.860 -1.122 0.05 0.10 0.25
C -2.142 3.730 -1.871 0.10 -0.19 0.02
C -1.422 2.668 -1.314 -0.06 0.07 0.02
C -0.905 2.725 0.025 0.03 -0.06 -0.09
N -0.200 1.692 0.529 -0.04 0.06 0.11
H 0.458 2.876 3.613 -0.02 -0.05 0.01
H -0.818 4.843 2.705 0.01 0.01 -0.02
H -2.062 5.839 0.794 -0.02 0.00 -0.03
H -2.946 5.686 -1.535 0.02 0.03 0.04
H -2.515 3.662 -2.885 0.00 -0.04 0.00
H -1.248 1.768 -1.892 -0.01 0.00 -0.01
C 0.150 -2.845 2.932 0.09 0.07 -0.01
P -1.340 -2.210 2.200 0.13 -0.35 0.15
C -2.407 -3.557 1.742 -0.03 0.01 -0.15
C -2.195 -1.220 3.402 -0.07 0.17 -0.08
O -1.010 -1.383 0.903 -0.22 0.05 0.09
H -0.111 -3.556 3.718 -0.01 0.00 0.00
H 0.721 -2.024 3.369 0.03 -0.05 -0.02
H 0.754 -3.355 2.180 -0.01 -0.03 0.02
H -2.623 -4.161 2.625 -0.01 -0.01 0.00
H -1.924 -4.187 0.995 -0.01 -0.03 0.03
H -3.344 -3.169 1.341 -0.01 -0.03 0.00
H -2.469 -1.871 4.235 0.01 0.02 0.01
H -3.105 -0.801 2.972 0.01 -0.01 0.02
H -1.548 -0.428 3.777 0.03 0.02 0.04
```
Forces are in eV/Å.

Properties
total charge: +3
energy relative to the best compared isomer or geometry (same formula, charge and spin): 0.0 kJ/mol
frontier orbital gap (spin up / spin down): 6.74 / 5.38 eV
expectation value of S²: 8.79
2S+1: 6
lowest unoccupied orbital energy (spin up / spin down): -10.7 / -13.4 eV
strongest force on any atom: 0.629 eV/Å


The following is a quantum chemistry calculation of a structure of composition C19H31IrN4O6PS3, from the OMol25 dataset.

```
65
Properties=species:S:1:pos:R:3:forces:R:3
Ir 0.842 -1.312 0.055 0.24 -0.53 0.51
N 1.146 -0.877 2.089 0.12 -0.08 0.08
N 2.530 -1.072 2.339 0.05 -0.09 0.00
C 3.353 -1.532 1.302 -0.07 -0.02 0.00
O 4.550 -1.466 1.396 0.01 -0.02 0.01
O 2.705 -2.080 0.286 0.13 0.15 -0.24
H 0.885 0.093 2.283 0.04 0.00 -0.08
H 0.613 -1.485 2.707 -0.03 0.03 0.00
H 2.966 -0.434 2.986 -0.02 0.01 0.01
S 0.207 -5.764 0.633 0.00 -0.01 0.00
C 0.913 -4.273 0.226 0.00 0.03 0.00
N 0.197 -3.214 0.485 -0.06 -0.02 -0.09
C -1.038 -3.557 1.046 0.02 0.02 0.07
C -2.048 -2.675 1.433 -0.02 0.01 0.01
C -3.192 -3.208 1.987 0.00 0.00 0.00
C -3.347 -4.591 2.157 0.00 -0.01 0.00
C -2.357 -5.468 1.771 -0.01 0.01 0.00
C -1.198 -4.934 1.212 0.01 0.00 0.00
H 1.896 -4.202 -0.211 0.01 0.01 0.00
H -1.937 -1.611 1.271 0.00 -0.02 0.00
H -3.992 -2.546 2.289 0.00 0.00 0.00
H -4.259 -4.975 2.592 0.00 0.00 0.00
H -2.475 -6.536 1.896 0.00 0.00 0.00
S 0.741 -1.814 -2.262 -0.11 0.23 0.17
C 2.220 -1.205 -2.865 0.00 -0.18 -0.06
N 3.362 -1.153 -2.233 -0.10 0.17 0.18
C 4.532 -0.773 -3.018 0.03 -0.04 -0.04
C 3.994 0.030 -4.194 0.00 -0.01 0.01
S 2.332 -0.652 -4.508 -0.03 -0.02 0.03
H 3.418 -1.495 -1.266 0.01 -0.02 -0.04
H 5.034 -1.682 -3.359 0.02 0.00 0.01
H 5.224 -0.198 -2.406 -0.02 0.02 0.00
H 4.607 -0.075 -5.084 0.00 -0.01 0.00
H 3.884 1.085 -3.949 0.01 0.00 0.00
C -0.145 2.760 3.605 0.00 -0.03 -0.01
C -0.718 2.794 2.200 -0.04 -0.04 -0.01
C -2.120 2.209 2.162 0.00 0.01 -0.01
C -0.658 4.195 1.620 0.01 0.00 0.02
O 0.202 1.925 1.428 0.02 0.08 0.15
P -0.012 1.204 0.048 -0.35 -0.47 0.03
O -0.878 -0.077 0.194 0.07 0.51 -0.52
O 1.376 0.668 -0.326 -0.07 0.20 -0.20
O -0.632 2.284 -0.865 0.13 0.17 0.06
C -1.506 2.254 -2.066 -0.04 0.00 -0.02
C -1.211 3.570 -2.759 -0.01 -0.02 0.00
C -1.154 1.067 -2.932 0.05 0.03 -0.04
C -2.936 2.181 -1.566 0.00 -0.01 -0.02
H -0.705 3.436 4.250 0.00 0.00 0.00
H 0.899 3.075 3.598 0.00 0.01 0.00
H -0.214 1.756 4.029 0.00 0.00 0.00
H -2.757 2.754 2.859 0.00 0.02 -0.01
H -2.109 1.159 2.456 0.00 0.00 0.02
H -2.560 2.291 1.168 0.02 -0.02 0.03
H -1.297 4.853 2.210 0.01 0.00 0.00
H -1.001 4.211 0.588 -0.01 0.00 0.00
H 0.361 4.580 1.660 0.00 0.00 -0.01
H -0.170 3.609 -3.079 0.00 0.00 0.00
H -1.406 4.410 -2.092 0.00 0.00 0.00
H -1.850 3.670 -3.636 0.00 0.00 0.00
H -0.102 1.099 -3.224 -0.02 -0.03 0.02
H -1.760 1.097 -3.837 0.00 0.00 -0.01
H -1.354 0.131 -2.415 -0.01 -0.02 -0.01
H -3.179 3.049 -0.952 0.00 -0.01 0.00
H -3.094 1.268 -0.990 0.00 0.00 0.00
H -3.615 2.169 -2.419 0.00 0.00 0.00
```
Forces are in eV/Å.

Properties
total charge: +1
energy relative to the best compared isomer or geometry (same formula, charge and spin): 0.0 kJ/mol
frontier orbital gap: 8.84 eV
2S+1: 1
lowest unoccupied orbital energy: -2.5 eV
strongest force on any atom: 0.774 eV/Å


The following is a quantum chemistry calculation of a structure of composition C19H31N2PSn, from the OMol25 dataset.

```
54
Properties=species:S:1:pos:R:3:forces:R:3
C -1.999 0.425 -3.209 -0.09 -0.10 0.10
C -1.778 -0.694 -2.404 0.33 -0.13 0.19
C -1.121 -0.571 -1.162 -0.73 0.22 -0.77
C -0.786 0.705 -0.711 0.47 -0.54 0.80
C -0.836 1.801 -1.590 -0.50 0.09 -0.21
C -1.491 1.664 -2.820 0.40 -0.02 0.08
C -0.767 -1.819 -0.387 -0.03 0.32 0.25
C 0.187 -2.737 -1.209 -0.59 -1.07 -0.20
N 1.527 -2.261 -1.429 -0.25 0.73 0.41
Sn -0.689 1.206 1.450 0.29 0.93 -0.44
C -0.184 3.105 -1.195 0.02 0.05 0.33
P 1.441 2.805 -0.321 -0.23 0.47 -0.56
H -2.096 -1.686 -2.736 -0.03 0.30 -0.05
H -1.578 2.533 -3.473 -0.01 -0.27 0.11
H -2.552 0.330 -4.147 0.25 0.00 0.32
H -0.812 3.680 -0.493 0.07 -0.03 -0.25
H 0.016 3.736 -2.071 -0.23 -0.08 0.20
H -0.303 -1.576 0.579 -0.01 -0.06 -0.41
H -1.683 -2.387 -0.141 0.54 -0.15 -0.29
H 0.272 -3.704 -0.689 -0.02 0.25 -0.18
C 1.934 4.542 -0.014 0.09 -0.15 0.38
C 2.502 2.521 -1.798 0.28 -0.34 0.18
H -0.284 -2.885 -2.192 0.29 -0.09 0.26
C 1.843 -1.451 -2.563 -0.10 0.51 -0.66
C 2.543 -2.425 -0.430 0.46 -0.01 0.64
H 1.971 2.502 3.505 -0.30 -0.03 0.23
H 2.434 -2.027 -3.293 -0.11 -0.07 0.12
H 0.928 -1.089 -3.052 0.24 -0.19 0.17
H 2.470 -0.602 -2.258 -0.16 -0.23 0.00
H 3.200 -3.273 -0.687 -0.24 0.08 -0.01
H 3.183 -1.530 -0.400 -0.25 -0.28 -0.01
H 2.106 -2.608 0.565 0.07 -0.02 -0.49
H 2.545 3.433 -2.406 -0.03 -0.25 0.08
H 3.515 2.278 -1.448 -0.16 0.09 -0.21
H 2.136 1.692 -2.412 0.00 0.12 0.08
H 1.989 5.106 -0.953 -0.05 -0.09 0.23
H 1.229 5.018 0.673 0.15 0.00 -0.08
H 2.923 4.524 0.462 -0.18 0.18 -0.11
H 2.573 2.591 3.096 0.30 0.02 -0.21
C 0.777 -1.413 3.287 0.52 0.03 0.11
C -0.685 -1.546 3.177 -1.27 0.91 -0.59
C -1.517 -2.509 3.784 -1.94 -0.49 0.00
C -2.837 -2.229 3.379 1.46 -1.17 1.06
C -2.788 -1.097 2.538 1.55 0.51 0.05
C -3.909 -0.414 1.878 -0.27 0.18 -0.11
N -1.479 -0.687 2.447 0.26 -0.14 -0.45
H 1.049 -1.359 4.355 0.02 0.03 -0.35
H 1.185 -0.521 2.778 -0.17 -0.32 0.20
H 1.279 -2.313 2.890 -0.17 0.30 0.15
H -1.166 -3.293 4.448 -0.22 0.12 -0.15
H -3.749 -2.743 3.652 0.16 -0.07 0.06
H -4.405 -1.097 1.173 0.08 0.17 0.12
H -4.663 -0.143 2.633 0.14 -0.03 -0.21
H -3.602 0.492 1.341 -0.09 -0.22 0.09
```
Forces are in eV/Å.

Properties
total charge: +2
frontier orbital gap (spin up / spin down): 5.96 / 5.10 eV
2S+1: 1
lowest unoccupied orbital energy (spin up / spin down): -8.1 / -9.0 eV
strongest force on any atom: 2.151 eV/Å